No. 1
C2H4S | ωB97M-V with the def2-TZVPD basis set

Results
Charge ... 0
HOMO energy ... -8.65 eV
Orbital gap ... 9.7 eV
Structure (SMILES) ... C1CS1
ΔE to the lowest compared entry with this formula, charge and spin ... 108.2 kJ/mol

Last column: Mulliken charge in e.
Atoms and positions in Å:
C 0.52922 0.11370 -0.46882  -0.3652
C -0.60859 -0.28180 0.26461  -0.4854
S 0.12585 1.25617 0.86045  -0.1347
H 1.70581 -0.40865 -0.11371  0.2128
H 0.44906 0.44769 -1.55308  0.2612
H -1.56311 -0.07680 -0.02823  0.2749
H -0.63824 -1.05032 1.03878  0.2362

***

No. 2
C6H11NO4S | ωB97M-V with the def2-TZVPD basis set

Results
Charge ... 0
HOMO energy ... -10.22 eV
Orbital gap ... 10.8 eV
Structure (SMILES) ... COS(=O)(=O)[C@H](C)[C@@H](C)N=C=O
ΔE to the lowest compared entry with this formula, charge and spin ... 264.9 kJ/mol

Last column: Mulliken charge in e.
Atoms and positions in Å:
C 1.96987 -2.72683 1.04819  -0.6626
O 1.11191 -1.52268 0.86635  -0.3079
S -0.07842 -1.59042 -0.34094  1.0969
O 0.34911 -2.45046 -1.35373  -0.5981
O -1.38075 -1.74832 0.28239  -0.6186
C -0.12972 0.31724 -0.78492  -0.1578
C 1.36640 0.53635 -0.84158  -1.4834
C -0.99747 0.98937 0.30110  0.1916
C -0.60199 2.45385 0.48040  -1.7134
N -2.40646 0.90112 -0.06614  -0.2092
C -3.47069 1.33310 -0.40786  0.4887
O -4.55612 1.62333 -0.65498  -0.4730
H 2.63119 -2.90780 0.21003  0.3070
H 1.31731 -3.56950 0.94871  0.3151
H 2.52740 -2.65080 1.99836  0.2394
H -0.59970 0.45950 -1.68584  0.7037
H 1.79616 -0.01107 -1.68209  0.4166
H 1.81551 0.17242 0.08973  0.4451
H 1.75352 1.65036 -1.02044  0.2954
H -0.96131 0.48053 1.21067  0.4664
H -1.28366 2.80768 1.20972  0.4625
H -0.61464 2.90256 -0.53864  0.3836
H 0.44255 2.55045 0.73151  0.4120

***

No. 3
C40H44BClCrF4N4O4PSSe | ωB97M-V with the def2-TZVPD basis set

Results
Charge ... -1
HOMO energy (spin up / spin down) ... -5.47 / -5.55 eV
Multiplicity ... 5
Orbital gap (spin up / spin down) ... 6.6 / 6.4 eV
ΔE to the lowest compared entry with this formula, charge and spin ... 21.0 kJ/mol

Last column: Löwdin spin population.
Atoms and positions in Å:
Cr -0.48910 -0.35614 -0.10190  3.7126
O -0.78758 -1.68021 2.37332  0.0077
N -1.52810 -1.45433 1.21043  -0.0124
C -2.69987 -1.96304 1.29844  0.0513
C -3.78200 -1.91736 0.31142  0.0027
C -5.01472 -2.35855 0.80943  0.0076
C -6.14809 -2.35483 0.01923  -0.0008
C -6.05864 -1.92000 -1.29437  0.0082
C -4.84134 -1.49811 -1.80151  -0.0007
C -3.68926 -1.48336 -1.01951  0.0110
P -2.08674 -1.02651 -1.79984  0.0381
C -1.83845 -2.49146 -2.84013  0.0053
C -1.07586 -3.52390 -2.29864  0.0028
C -0.94409 -4.73080 -2.97131  0.0002
C -1.56218 -4.89202 -4.20244  -0.0001
C -2.31578 -3.86224 -4.75358  0.0003
C -2.46430 -2.66460 -4.07215  0.0001
C -2.57474 0.37936 -2.84512  0.0066
C -2.07269 0.55081 -4.12952  0.0002
C -2.40448 1.68400 -4.85695  0.0007
C -3.22370 2.65433 -4.30625  0.0001
C -3.71056 2.49820 -3.01501  0.0005
C -3.38622 1.36771 -2.28785  0.0038
H -0.32468 -0.81293 2.49774  0.0010
H -2.92849 -2.45657 2.23995  0.0013
H -5.07296 -2.70620 1.83145  0.0001
H -7.09242 -2.69385 0.42358  -0.0002
H -6.93491 -1.91747 -1.92892  0.0005
H -4.78033 -1.17352 -2.83077  -0.0002
H -0.57303 -3.39481 -1.34791  0.0020
H -0.35827 -5.53967 -2.54507  0.0000
H -1.44783 -5.82684 -4.73302  0.0000
H -2.79244 -3.99124 -5.71663  0.0000
H -3.05985 -1.87114 -4.50585  0.0001
H -1.39986 -0.18198 -4.55048  0.0000
H -1.99932 1.81250 -5.85002  0.0001
H -3.47341 3.53954 -4.87495  0.0000
H -4.33747 3.26074 -2.57176  0.0000
H -3.76573 1.25602 -1.27818  0.0014
C 4.28747 4.11964 -2.22637  0.0000
C 4.13186 4.88434 -0.91860  0.0000
C 2.67180 5.09940 -0.52628  0.0000
C 1.96547 3.82379 -0.08036  0.0001
N 2.37529 3.40177 1.25205  0.0005
C 3.10567 2.29356 1.54731  0.0006
Se 3.95785 1.22727 0.33849  0.0005
N 3.10092 2.15608 2.89921  0.0004
C 3.66870 1.04099 3.63219  0.0002
C 4.91254 1.40654 4.43755  0.0000
C 6.15308 1.71875 3.59644  0.0000
C 6.20665 3.14923 3.07282  0.0000
C 2.33372 3.15226 3.46599  0.0001
C 1.98938 3.41737 4.77938  0.0000
C 1.16039 4.50681 5.00692  0.0000
C 0.69418 5.29685 3.95706  0.0000
C 1.04058 5.02929 2.64055  0.0000
C 1.87231 3.94677 2.41519  0.0001
H 5.33349 4.07255 -2.52699  0.0000
H 3.72973 4.60481 -3.02869  0.0000
H 3.93189 3.09568 -2.13608  0.0000
H 4.62181 5.85889 -1.00177  0.0000
H 4.64424 4.34441 -0.11758  0.0000
H 2.12237 5.51012 -1.37838  0.0000
H 2.60632 5.83940 0.27695  0.0000
H 2.17327 2.98886 -0.75063  0.0000
H 0.88058 3.95409 -0.05031  0.0001
H 3.90738 0.27884 2.88748  0.0000
H 2.88433 0.64910 4.28558  0.0001
H 5.11733 0.56036 5.09913  0.0000
H 4.69121 2.25960 5.08707  0.0000
H 6.20051 1.02373 2.75513  0.0000
H 7.03957 1.53497 4.20852  0.0000
H 5.37170 3.36855 2.41178  0.0000
H 7.11919 3.31937 2.50277  0.0000
H 6.18571 3.86509 3.89684  0.0000
H 2.33897 2.79879 5.59187  0.0000
H 0.86637 4.74348 6.01964  0.0000
H 0.04420 6.13334 4.17180  0.0000
H 0.66791 5.63425 1.82682  0.0000
F 0.47343 -0.64784 -2.98507  0.0082
B 1.09236 0.55158 -2.66197  0.0034
F 0.51450 0.92563 -1.35033  0.0332
F 0.77756 1.55572 -3.53293  0.0000
F 2.43584 0.37965 -2.49406  0.0004
N 1.54334 -1.38026 0.07854  0.0325
C 1.61823 -2.76951 -0.21639  0.0057
C 1.18715 -3.71707 0.70020  0.0044
C 1.16327 -5.05676 0.33954  -0.0003
C 1.57059 -5.45089 -0.92397  0.0042
C 2.03177 -4.49896 -1.81929  -0.0004
C 2.05635 -3.16304 -1.47457  0.0039
S 1.43536 -7.16027 -1.44047  0.0000
O 1.19820 -7.88832 -0.20347  0.0001
O 0.29043 -7.12375 -2.34852  0.0006
O 2.70364 -7.43496 -2.09500  0.0003
H 2.14313 -0.82778 -0.53061  0.0020
H 1.83171 -1.15421 1.02818  0.0024
H 0.84602 -3.40394 1.67985  0.0002
H 0.82339 -5.81515 1.02923  -0.0001
H 2.36262 -4.81876 -2.79821  -0.0001
H 2.38200 -2.41283 -2.18458  0.0001
Cl 0.06256 1.10216 1.72676  0.0444